Run i
Formula: C64H112N16
Source: the Open Molecules 2025 dataset
Level of theory: the ωB97M-V functional and the def2-TZVPD basis

Results
Gap between HOMO and LUMO, eV: 11.22
HOMO level, eV: -11.159

Each line ends with the Löwdin charge.
Positions of all 192 atoms, in Å:
1 C -37.71081 10.48471 33.67201  -0.11
2 C -37.08993 9.12114 34.02474  -0.23
3 C -35.52313 9.23881 34.11156  -0.20
4 C -34.88406 9.43000 32.84284  -0.23
5 N -34.35068 9.63060 31.78900  0.13
6 H -37.38345 11.22577 34.40124  0.07
7 H -38.79258 10.59391 33.74926  0.07
8 H -37.42403 10.79168 32.66622  0.07
9 H -37.36724 8.33258 33.32519  0.10
10 H -37.48665 8.74294 34.96692  0.10
11 H -35.11811 8.33343 34.56360  0.12
12 H -35.26896 10.04490 34.79983  0.12
13 C -29.54972 6.59279 34.22649  -0.11
14 C -28.45495 5.68484 34.79510  -0.25
15 C -27.31212 6.40883 35.55000  -0.19
16 C -27.73920 7.46842 36.46163  -0.25
17 N -28.06488 8.35960 37.13167  0.13
18 H -29.18871 7.18925 33.38865  0.08
19 H -29.89023 7.24501 35.03070  0.06
20 H -30.39111 6.02077 33.83539  0.07
21 H -27.95930 5.08790 34.02953  0.10
22 H -28.97090 4.99706 35.46507  0.10
23 H -26.70729 6.98459 34.84943  0.12
24 H -26.70376 5.69063 36.09971  0.12
25 C -34.62674 7.37771 24.35932  -0.11
26 C -36.03438 7.91059 24.57460  -0.27
27 C -37.15505 6.93682 24.42802  -0.23
28 C -37.13245 5.80704 25.35334  -0.22
29 N -37.15659 4.85826 26.05051  0.13
30 H -33.82576 8.08078 24.58787  0.07
31 H -34.52801 7.02456 23.33285  0.08
32 H -34.24729 6.56823 24.98290  0.07
33 H -36.23544 8.66417 23.81317  0.11
34 H -36.16929 8.27181 25.59412  0.11
35 H -37.19039 6.61129 23.38837  0.12
36 H -38.14112 7.37801 24.57340  0.12
37 C -28.83935 12.15044 26.39352  -0.10
38 C -28.21245 10.73796 26.53723  -0.25
39 C -28.85906 9.87585 27.64056  -0.21
40 C -28.27910 8.59775 27.90952  -0.26
41 N -27.80781 7.57909 28.09148  0.14
42 H -29.86719 11.98655 26.06983  0.07
43 H -28.40981 12.76463 25.60208  0.07
44 H -28.75512 12.65431 27.35640  0.07
45 H -27.14194 10.80103 26.73244  0.11
46 H -28.36624 10.19890 25.60241  0.11
47 H -29.90088 9.69059 27.37906  0.12
48 H -28.81459 10.40235 28.59393  0.12
49 C -27.85747 14.72973 36.00806  -0.11
50 C -29.34045 14.32219 36.07513  -0.25
51 C -29.75891 13.51901 34.80523  -0.19
52 C -29.58249 14.23902 33.50920  -0.20
53 N -29.50561 14.80101 32.45244  0.11
54 H -27.44931 14.88929 37.00608  0.07
55 H -27.74966 15.66856 35.46483  0.07
56 H -27.27231 13.96062 35.50391  0.08
57 H -30.02689 15.15922 36.20266  0.10
58 H -29.42312 13.71194 36.97450  0.10
59 H -30.81651 13.25866 34.84787  0.11
60 H -29.26879 12.54542 34.80075  0.12
61 C -23.86640 0.85458 31.27755  -0.13
62 C -24.62277 1.25895 30.06958  -0.28
63 C -24.68946 0.24403 28.92502  -0.17
64 C -25.03401 -1.13979 29.41616  -0.23
65 N -25.30730 -2.19086 29.77151  0.14
66 H -22.83006 0.57086 31.09423  0.08
67 H -24.31502 0.02505 31.82410  0.08
68 H -23.87681 1.67158 31.99902  0.08
69 H -24.32804 2.25109 29.72771  0.11
70 H -25.61756 1.45646 30.46895  0.11
71 H -23.77220 0.09819 28.35454  0.11
72 H -25.33778 0.49141 28.08443  0.11
73 C -23.90417 17.41791 24.38402  -0.11
74 C -23.69423 18.87134 23.93313  -0.25
75 C -23.10189 19.04746 22.48730  -0.18
76 C -23.91361 18.35391 21.45885  -0.24
77 N -24.57230 17.86211 20.64612  0.13
78 H -23.88781 17.39411 25.47363  0.07
79 H -23.10858 16.78101 23.99735  0.07
80 H -24.86967 17.02996 24.05936  0.07
81 H -23.08398 19.45994 24.61814  0.10
82 H -24.67988 19.33291 23.99245  0.10
83 H -22.10799 18.60261 22.43850  0.11
84 H -23.02659 20.09342 22.18997  0.11
85 C -34.11711 20.42922 27.29910  -0.09
86 C -32.76409 20.81743 27.94367  -0.26
87 C -31.77999 19.69530 28.13287  -0.22
88 C -31.17842 19.18402 26.90322  -0.23
89 N -30.69472 18.71502 25.98458  0.14
90 H -34.68679 19.73201 27.91349  0.07
91 H -33.95534 19.95665 26.33029  0.07
92 H -34.72954 21.32428 27.18998  0.07
93 H -32.92854 21.18787 28.95551  0.11
94 H -32.26022 21.55401 27.31784  0.11
95 H -32.25886 18.94090 28.75710  0.12
96 H -30.95924 19.96761 28.79644  0.12
97 C -24.32888 18.90448 30.33189  -0.10
98 C -25.01037 17.69813 31.08525  -0.24
99 C -24.82418 16.32673 30.43972  -0.19
100 C -23.43117 16.02461 30.01321  -0.23
101 N -22.35462 15.74581 29.68033  0.13
102 H -24.33760 19.83640 30.89715  0.07
103 H -24.72132 19.05450 29.32611  0.07
104 H -23.27540 18.68901 30.15341  0.06
105 H -26.07899 17.89268 31.17630  0.10
106 H -24.65243 17.66939 32.11440  0.10
107 H -25.44602 16.06594 29.58332  0.12
108 H -25.04034 15.59805 31.22101  0.11
109 C -21.33667 8.37224 32.99496  -0.11
110 C -21.21125 9.27446 31.76697  -0.25
111 C -22.54600 9.49714 31.04133  -0.20
112 C -23.60107 9.96396 31.92212  -0.23
113 N -24.47292 10.31172 32.63543  0.13
114 H -21.76724 7.38706 32.81571  0.07
115 H -22.06450 8.75569 33.71003  0.07
116 H -20.41513 8.14558 33.53112  0.07
117 H -20.43206 9.02600 31.04639  0.11
118 H -20.82390 10.25017 32.06036  0.11
119 H -22.89730 8.51285 30.73169  0.12
120 H -22.45506 10.05913 30.11181  0.12
121 C -29.06490 5.80807 22.03976  -0.12
122 C -28.92303 4.36988 21.56963  -0.26
123 C -28.39560 4.35909 20.14472  -0.21
124 C -27.04789 4.92928 19.98592  -0.22
125 N -25.96766 5.37348 19.87074  0.13
126 H -28.09750 6.29112 22.17728  0.07
127 H -29.45113 5.77696 23.05857  0.07
128 H -29.66229 6.49447 21.43969  0.08
129 H -29.93443 3.96410 21.54718  0.11
130 H -28.32341 3.77754 22.26078  0.12
131 H -29.01846 4.94781 19.47127  0.12
132 H -28.49752 3.30683 19.87927  0.12
133 C -30.97401 1.66630 28.23481  -0.10
134 C -32.06779 0.73125 27.65300  -0.25
135 C -32.10592 0.75758 26.10931  -0.19
136 C -30.79728 0.35517 25.55756  -0.24
137 N -29.72900 0.07693 25.20450  0.13
138 H -31.20219 2.70845 28.01131  0.07
139 H -29.96463 1.48827 27.86394  0.06
140 H -30.89573 1.57063 29.31777  0.07
141 H -33.05184 1.04096 28.00489  0.10
142 H -31.93806 -0.28519 28.02463  0.11
143 H -32.34370 1.79253 25.86352  0.12
144 H -32.78050 0.01997 25.67458  0.11
145 C -20.20531 5.09834 22.69187  -0.11
146 C -20.23418 4.61981 24.14216  -0.26
147 C -21.62826 4.86248 24.74790  -0.19
148 C -22.01546 6.28328 24.88837  -0.23
149 N -22.36187 7.37646 24.93221  0.14
150 H -20.52079 6.14002 22.63281  0.07
151 H -20.82458 4.49649 22.02674  0.08
152 H -19.20986 4.97607 22.26501  0.07
153 H -19.46225 5.07390 24.76348  0.11
154 H -19.98132 3.55969 24.16087  0.10
155 H -21.55966 4.37800 25.72190  0.11
156 H -22.40313 4.43226 24.11341  0.12
157 C -35.57173 14.38162 26.92134  -0.12
158 C -35.23870 14.02173 25.47162  -0.25
159 C -36.39338 14.22696 24.47813  -0.20
160 C -37.66670 13.63140 24.80964  -0.25
161 N -38.62762 13.12874 25.13416  0.15
162 H -35.98186 15.38893 26.99362  0.07
163 H -34.70419 14.36638 27.58106  0.07
164 H -36.25354 13.66811 27.38410  0.07
165 H -34.92309 12.97843 25.47495  0.11
166 H -34.37278 14.62347 25.19559  0.11
167 H -36.05376 13.91722 23.48979  0.12
168 H -36.53633 15.30657 24.43218  0.12
169 C -25.20701 12.22637 20.55783  -0.11
170 C -25.69270 10.85187 20.14361  -0.27
171 C -26.32311 10.81369 18.79429  -0.22
172 C -25.65005 11.40812 17.65901  -0.24
173 N -25.13910 11.88150 16.74879  0.14
174 H -25.97664 12.99816 20.54632  0.08
175 H -24.39901 12.59279 19.92461  0.07
176 H -24.81126 12.10455 21.56611  0.07
177 H -26.47022 10.57210 20.85445  0.11
178 H -24.90322 10.10172 20.18953  0.12
179 H -27.32229 11.24888 18.81270  0.12
180 H -26.47357 9.76868 18.52336  0.12
181 C -32.24678 15.37615 17.50413  -0.11
182 C -30.80701 15.30139 18.12603  -0.23
183 C -30.85576 15.15396 19.64943  -0.20
184 C -31.32574 13.82833 20.09030  -0.24
185 N -31.66572 12.77507 20.42332  0.13
186 H -32.23525 15.41573 16.41491  0.06
187 H -32.91003 16.15616 17.87802  0.07
188 H -32.79900 14.44353 17.61965  0.06
189 H -30.31156 16.24614 17.90230  0.10
190 H -30.28480 14.48047 17.63460  0.11
191 H -31.49273 15.91046 20.10778  0.12
192 H -29.87935 15.20256 20.13146  0.12

=====

Run ii
Formula: C64H112N16
Source: the Open Molecules 2025 dataset
Level of theory: the ωB97M-V functional and the def2-TZVPD basis

Results
Gap between HOMO and LUMO, eV: 7.44
HOMO level, eV: -7.761

Each line ends with the Löwdin charge.
Positions of all 192 atoms, in Å:
1 C 2.16373 1.27832 -2.64804  -0.05
2 C 2.10625 2.43513 -1.58758  -0.13
3 C 1.32345 3.71524 -2.11457  -0.14
4 C 1.81153 4.30103 -3.32384  -0.23
5 N 2.13677 4.77042 -4.33290  0.17
6 H 2.84752 0.56290 -2.19120  0.02
7 H 2.61799 1.62218 -3.57729  0.12
8 H 1.19623 0.80930 -2.82708  0.09
9 H 3.11842 2.71386 -1.29446  0.07
10 H 1.56436 2.11003 -0.69946  -0.01
11 H 1.26913 4.53478 -1.39798  0.09
12 H 0.28686 3.43494 -2.30170  0.10
13 C -1.13345 -1.61232 2.10984  -0.06
14 C 0.36484 -1.63708 2.47244  -0.20
15 C 0.88284 -2.89586 3.06503  -0.19
16 C 0.01466 -3.29777 4.20621  -0.20
17 N -0.69806 -3.65695 5.07876  0.16
18 H -1.22915 -2.17431 1.18080  0.00
19 H -1.48553 -0.59933 1.91488  0.05
20 H -1.77778 -2.01382 2.89197  0.12
21 H 0.59937 -0.84124 3.17936  0.11
22 H 0.88660 -1.46725 1.53062  0.06
23 H 1.86598 -2.71810 3.50086  0.10
24 H 0.88755 -3.76436 2.40640  0.06
25 C 3.82369 -3.31417 -1.80476  -0.08
26 C 3.23486 -2.52319 -2.95838  -0.18
27 C 3.10620 -0.95479 -2.78985  -0.15
28 C 2.18384 -0.58182 -1.71326  -0.31
29 N 1.46119 -0.35823 -0.84338  0.01
30 H 3.07295 -3.35836 -1.01575  0.01
31 H 4.69786 -2.80199 -1.40277  0.08
32 H 4.12955 -4.30361 -2.14470  0.09
33 H 2.21158 -2.83925 -3.16109  0.04
34 H 3.70707 -2.82959 -3.89179  0.12
35 H 2.72084 -0.57751 -3.73708  0.14
36 H 4.11214 -0.59307 -2.57690  0.07
37 C 4.70968 0.26548 -0.96879  -0.09
38 C 4.84221 1.82394 -0.95198  -0.17
39 C 4.44910 2.41793 0.37183  -0.12
40 C 3.06662 2.05022 0.83103  -0.10
41 N 2.01574 1.81827 1.21808  0.09
42 H 3.75181 -0.16492 -0.67666  0.03
43 H 5.49304 -0.11506 -0.31332  0.10
44 H 5.02016 -0.18161 -1.91314  0.07
45 H 4.24272 2.20823 -1.77722  0.08
46 H 5.86419 2.14769 -1.14908  0.13
47 H 4.50632 3.50467 0.31001  0.15
48 H 5.13079 2.11879 1.16802  -0.01
49 C -1.16694 -1.10147 -0.33037  -0.36
50 C -0.34988 0.09541 -0.72706  -0.16
51 C 0.71796 0.64214 0.28980  -0.30
52 C 0.14996 1.15410 1.53378  -0.19
53 N -0.28153 1.56982 2.52149  -0.12
54 H -1.86242 -1.34983 -1.13208  0.07
55 H -1.74720 -0.87263 0.56352  0.06
56 H -0.51530 -1.93369 -0.06416  0.07
57 H -0.99139 0.93073 -1.00781  0.01
58 H 0.15561 -0.25383 -1.62740  0.11
59 H 1.41519 1.36194 -0.13901  0.04
60 H 1.29096 -0.14498 0.77991  0.10
61 C 1.35598 -3.01902 -0.01361  -0.13
62 C 1.36294 -4.50105 -0.40982  -0.16
63 C 0.81538 -5.36157 0.78437  -0.18
64 C -0.47571 -4.96373 1.38414  -0.15
65 N -1.48176 -4.57729 1.90740  0.23
66 H 1.86129 -2.76801 0.91900  0.06
67 H 0.32224 -2.68458 -0.10107  0.04
68 H 1.88805 -2.48947 -0.80389  0.06
69 H 2.37281 -4.83147 -0.65294  0.11
70 H 0.63714 -4.72853 -1.19058  0.07
71 H 1.52738 -5.29477 1.60698  0.11
72 H 0.85625 -6.43959 0.62848  0.11
73 C -0.66353 -2.57041 -2.30660  -0.06
74 C 0.26876 -1.85392 -3.31373  -0.18
75 C 0.64340 -2.76632 -4.50306  -0.16
76 C -0.50115 -3.26248 -5.37479  -0.17
77 N -1.39842 -3.63589 -6.06387  0.13
78 H -0.04252 -3.30888 -1.79955  0.08
79 H -1.52621 -3.07252 -2.74450  0.12
80 H -1.03905 -1.88050 -1.55088  -0.02
81 H 1.15193 -1.41614 -2.84847  0.04
82 H -0.24195 -0.95363 -3.65539  0.11
83 H 1.19548 -3.59824 -4.06576  0.10
84 H 1.28047 -2.19948 -5.18199  0.12
85 C 3.05195 -1.15746 0.91565  -0.14
86 C 3.31219 -1.48901 2.37951  -0.16
87 C 4.73588 -1.07964 2.82677  -0.12
88 C 5.22930 0.30233 2.50945  -0.14
89 N 5.66886 1.36298 2.22986  0.17
90 H 3.06804 -0.07343 0.80277  0.07
91 H 2.07498 -1.54233 0.62325  0.01
92 H 3.74385 -1.54096 0.16579  0.09
93 H 3.08541 -2.53895 2.56465  0.10
94 H 2.48560 -1.01466 2.90850  0.08
95 H 5.41549 -1.83627 2.43466  0.13
96 H 4.86060 -1.23896 3.89782  0.13
97 C -2.46525 1.63980 1.13147  -0.06
98 C -2.65943 1.05693 2.56075  -0.21
99 C -3.93081 1.43363 3.27456  -0.14
100 C -5.12301 0.92176 2.62938  -0.19
101 N -6.07477 0.50352 2.08976  0.18
102 H -3.40020 1.47896 0.59472  0.07
103 H -1.73554 1.07431 0.55195  0.09
104 H -2.27132 2.71237 1.12330  0.08
105 H -1.76385 1.31631 3.12534  0.06
106 H -2.62367 -0.02515 2.43454  0.07
107 H -4.06096 2.51169 3.36912  0.14
108 H -3.98202 0.95161 4.25085  0.14
109 C -3.78032 -1.32168 0.54586  -0.10
110 C -5.04588 -1.57696 -0.32796  -0.22
111 C -6.20254 -2.14944 0.44299  -0.17
112 C -6.09168 -3.49707 1.07449  -0.21
113 N -6.09142 -4.55700 1.49761  0.14
114 H -3.03970 -0.76027 -0.02370  0.02
115 H -3.34984 -2.28193 0.82996  0.07
116 H -4.02603 -0.70018 1.40695  0.08
117 H -4.86331 -2.15461 -1.23410  0.13
118 H -5.33658 -0.59466 -0.70036  0.10
119 H -7.09181 -2.26823 -0.17603  0.12
120 H -6.45074 -1.45381 1.24459  0.07
121 C 0.42852 2.55342 -5.36518  -0.10
122 C -0.93743 1.82071 -5.34539  -0.18
123 C -1.77659 2.09594 -4.06387  -0.16
124 C -1.02885 1.76363 -2.84422  -0.07
125 N -0.47488 1.54077 -1.84338  -0.04
126 H 0.22582 3.61853 -5.47723  0.07
127 H 0.94745 2.31186 -6.29279  0.08
128 H 1.02048 2.37427 -4.46763  0.02
129 H -0.73549 0.75112 -5.40292  0.09
130 H -1.45286 2.18538 -6.23389  0.11
131 H -2.69607 1.51077 -4.07941  0.04
132 H -2.18597 3.09534 -3.91651  0.06
133 C 0.15245 2.93746 -0.05096  -0.13
134 C -0.25204 4.43873 0.07504  -0.13
135 C -1.75646 4.66726 -0.25050  -0.09
136 C -2.20724 4.35782 -1.62575  -0.10
137 N -2.58063 4.11071 -2.70039  0.15
138 H -0.16659 2.48453 -0.98967  -0.01
139 H -0.30588 2.32044 0.72191  0.05
140 H 1.20684 2.73996 0.14228  0.05
141 H 0.30338 5.13414 -0.55426  0.09
142 H -0.01220 4.72523 1.09899  0.08
143 H -2.04989 5.66179 0.08549  0.14
144 H -2.39141 4.02979 0.36478  0.09
145 C -0.49909 3.04721 5.45401  -0.19
146 C -0.85158 2.61161 4.02538  -0.28
147 C -0.52193 3.65661 2.96131  -0.15
148 C -0.74722 5.09692 3.24970  -0.19
149 N -0.94308 6.21628 3.47648  0.15
150 H -1.14768 3.87604 5.73769  0.08
151 H 0.49072 3.49266 5.55375  0.09
152 H -0.63644 2.27641 6.21236  0.06
153 H -1.92661 2.43193 4.01389  0.10
154 H -0.30198 1.70187 3.78371  0.01
155 H -0.97503 3.35345 2.01743  0.08
156 H 0.56141 3.61158 2.84980  0.14
157 C 4.04263 1.23730 4.24586  -0.11
158 C 3.01803 2.10790 3.49167  -0.15
159 C 1.55114 1.58408 3.65232  -0.16
160 C 1.10154 1.67926 5.02613  -0.21
161 N 0.78933 1.74686 6.15299  0.14
162 H 3.86445 1.40493 5.30805  0.09
163 H 5.06526 1.52815 4.00551  0.06
164 H 3.93207 0.18026 4.00388  0.03
165 H 3.33673 2.19138 2.45265  0.03
166 H 3.11929 3.11825 3.88796  0.13
167 H 1.45522 0.55161 3.31630  0.10
168 H 0.82283 2.13165 3.05414  0.02
169 C -1.77912 -2.83477 -0.27656  -0.34
170 C -2.92517 -3.81851 -0.13871  -0.18
171 C -2.84130 -5.00565 -1.15944  -0.09
172 C -1.60092 -5.80245 -1.07993  -0.16
173 N -0.60529 -6.38201 -1.04870  0.16
174 H -1.91273 -2.32477 -1.23057  0.04
175 H -0.80273 -3.30356 -0.15401  0.07
176 H -1.83416 -2.12773 0.55118  -0.01
177 H -3.85045 -3.25299 -0.24888  0.06
178 H -2.90453 -4.18745 0.88675  0.07
179 H -2.87226 -4.57883 -2.16191  0.11
180 H -3.71056 -5.65833 -1.07885  0.12
181 C -3.24177 0.25171 -1.49100  -0.07
182 C -3.17404 1.73001 -1.23609  -0.25
183 C -4.20677 2.55972 -1.99164  -0.15
184 C -4.35598 2.23695 -3.44719  -0.21
185 N -4.44209 1.96828 -4.56961  0.17
186 H -3.05854 0.01704 -2.53955  0.13
187 H -4.17196 -0.14513 -1.08437  0.04
188 H -2.44042 -0.29485 -0.99380  0.02
189 H -2.20923 2.18900 -1.45190  0.07
190 H -3.26725 1.88788 -0.16161  -0.01
191 H -3.91821 3.60849 -1.92154  0.06
192 H -5.17917 2.40222 -1.52503  0.13

=====

Question: of the structures shown, which is the least stable? Reply: run ii.